(1)
Entry from the OMol25 dataset: a molecular structure, C6H12Br4O2Sr3 (the ωB97M-V functional and the def2-TZVPD basis).

Summary:
HOMO level (spin up / spin down), eV: -21.457 / -21.449
Largest force on an atom, Eh/bohr: 0.08907
Calculated total energy, eV: -293127.6889
Multiplicity: 2
Expectation value of S²: 0.75
LUMO level (spin up / spin down), eV: -17.86 / -17.86
Net charge: +5

```
27
Properties=species:S:1:pos:R:3:forces:R:3:mulliken_spin:R:1
Sr -3.66091 -1.18831 0.70753 2.7 0.4 1.3 0.000
Sr -4.14667 -3.71076 -2.41398 0.6 -0.8 -1.1 0.000
Sr -3.57731 0.73850 -2.92147 0.6 0.5 -1.0 0.000
O -2.86065 -1.55985 -2.08366 -4.3 -0.8 1.5 0.000
C -1.45076 -1.65209 -2.01377 1.5 1.0 0.1 0.000
C -0.70033 -1.74518 -0.61622 -0.7 -0.8 -0.5 0.000
O -1.20532 -1.12027 0.50363 -3.1 0.7 -0.3 0.001
H -1.16689 -0.71055 -2.48388 0.9 -0.1 -0.2 0.000
H -1.15752 -2.48581 -2.65175 0.5 0.0 0.0 0.000
H 0.30042 -1.39284 -0.86612 0.3 0.0 -0.1 0.000
H -0.63923 -2.80771 -0.38090 0.3 -0.5 -0.2 0.000
Br 2.58285 -2.51808 3.22776 0.7 1.0 -0.3 0.959
C 3.24095 -0.86518 2.29489 -0.2 0.8 -1.0 -0.050
C 2.17975 -0.08258 1.51963 -0.1 -0.1 0.6 0.024
Br 3.20017 1.10915 0.28843 -0.6 -0.9 0.7 0.002
H 3.93079 -1.23012 1.53394 0.4 -0.9 0.1 0.059
H 3.85560 -0.22084 2.92349 -0.1 -0.4 0.8 0.011
H 1.55974 0.53084 2.17340 0.3 0.2 -0.1 0.000
H 1.49555 -0.77128 1.02399 0.3 0.2 -0.5 -0.006
Br 0.72323 3.38070 2.05357 -0.7 0.3 -1.7 0.001
C -0.08724 3.47345 0.19163 -0.7 -1.9 0.8 0.000
C -0.33752 1.97941 -0.13225 1.5 1.5 1.4 0.000
Br -1.22461 2.09736 -1.97393 0.1 -0.3 0.2 0.000
H 0.54948 3.91446 -0.57531 0.1 0.4 0.6 0.000
H -1.10713 3.85362 0.25001 0.6 1.0 0.3 0.000
H -0.92876 1.49382 0.64411 -0.4 -0.1 -0.7 0.000
H 0.63235 1.49025 -0.22266 -0.3 -0.4 -0.8 0.000
```
Forces are in eV/Å.

(2)
Entry from the OMol25 dataset: 3 unconnected molecules or ions with the total composition C6H12Br6 (the ωB97M-V functional and the def2-TZVPD basis).

Summary:
HOMO level, eV: -9.796
Largest force on an atom, Eh/bohr: 0.02160
Calculated total energy, eV: -426671.6713
Energy relative to the best compared isomer or geometry (same formula, charge and spin), kJ/mol: 41.7
LUMO level, eV: 0.43
SMILES string: BrCCBr.BrCCBr.BrCCBr
Net charge: 0

```
24
Properties=species:S:1:pos:R:3:forces:R:3:nbo_charge:R:1
Br 3.27528 -0.36821 4.47488 0.1 -0.1 0.1 -0.009
C 2.63388 0.80285 3.07247 0.1 -0.2 -0.2 -0.448
C 3.70633 0.98275 2.02580 0.9 0.5 0.4 -0.457
Br 2.97767 1.84772 0.45768 0.0 0.0 -0.1 0.001
H 2.40696 1.74649 3.55042 -0.1 0.1 0.0 0.226
H 1.73198 0.35603 2.67327 -0.1 0.0 0.0 0.233
H 4.26140 0.09620 1.73546 -0.6 -0.3 -0.2 0.232
H 4.48457 1.65565 2.39489 -0.2 0.0 0.0 0.223
Br 0.34413 -0.89485 -4.80523 0.2 0.1 -0.3 -0.006
C -0.25607 -1.09371 -2.98530 0.2 0.8 0.3 -0.450
C -0.79935 -2.45867 -2.79511 0.1 -0.7 -0.2 -0.461
Br -1.60014 -2.58676 -1.04227 -0.2 -0.2 0.0 0.008
H -0.99053 -0.31543 -2.80657 -0.1 0.0 -0.1 0.219
H 0.59089 -0.90619 -2.33211 0.1 0.0 0.0 0.232
H 0.00878 -3.18214 -2.85040 -0.1 -0.1 0.1 0.226
H -1.53417 -2.70875 -3.55189 -0.2 0.0 0.1 0.226
Br -0.43071 0.46788 0.59554 -0.2 0.2 0.0 -0.017
C -2.11427 1.41850 0.30030 0.5 -0.3 0.0 -0.441
C -3.35442 0.56676 0.22418 -0.6 0.5 -0.1 -0.480
Br -3.44419 -0.88398 1.46292 -0.1 -0.3 0.3 0.029
H -1.93323 1.90020 -0.65252 -0.2 0.3 0.0 0.230
H -2.19569 2.13438 1.10702 0.1 0.1 0.0 0.224
H -3.58123 0.22150 -0.77855 0.3 -0.4 0.0 0.227
H -4.18787 1.20180 0.52511 0.0 0.0 -0.1 0.232
```
Forces are in eV/Å.

(3)
Entry from the OMol25 dataset: 2 unconnected molecules or ions with the total composition C6H12BrFNO4 (the ωB97M-V functional and the def2-TZVPD basis).

Summary:
HOMO level, eV: -12.635
Largest force on an atom, Eh/bohr: 0.01952
Calculated total energy, eV: -88846.5697
LUMO level, eV: -4.60
Net charge: +1

```
25
Properties=species:S:1:pos:R:3:forces:R:3:nbo_charge:R:1
O 0.17231 2.33409 0.77508 0.5 0.7 -0.4 -0.455
C 0.75101 3.10361 0.07166 -0.8 -0.6 0.2 0.443
Br 0.04462 3.84134 -1.53099 0.2 -0.2 0.3 0.139
C 2.17623 3.55431 0.40958 -0.3 0.0 -0.3 -0.364
N 2.19259 4.13908 1.78691 0.5 -0.2 -0.2 -0.085
F 1.02463 4.77515 2.06149 -0.2 0.2 0.2 -0.122
H 2.58148 4.27408 -0.27770 0.0 0.4 -0.2 0.266
H 2.79631 2.66968 0.39635 0.3 -0.3 0.2 0.282
H 2.91553 4.86041 1.85694 0.1 0.1 0.1 0.446
H 2.34922 3.43542 2.51749 -0.3 -0.1 0.1 0.449
C 0.61918 -1.87485 0.94375 0.0 -0.1 -0.1 -0.639
C -0.65942 -1.13700 0.60218 0.2 0.1 0.3 -0.072
O -1.07582 -1.38703 -0.74393 0.2 0.1 0.0 -0.502
C -1.67480 -2.56604 -0.93854 -0.5 0.3 -0.1 0.979
O -1.92964 -3.37182 -0.08645 0.1 -0.2 0.1 -0.638
O -2.00308 -2.65000 -2.22234 0.1 -0.1 -0.1 -0.492
C -2.66460 -3.86838 -2.58408 -0.1 -0.1 -0.1 -0.258
H 1.40184 -1.63679 0.22058 0.0 0.1 0.0 0.202
H 0.96198 -1.59565 1.94094 0.0 0.0 0.0 0.210
H 0.46730 -2.95206 0.92610 0.0 0.0 0.0 0.238
H -0.49707 -0.06287 0.65560 -0.1 0.0 -0.1 0.179
H -1.46187 -1.38741 1.29527 0.0 -0.1 -0.1 0.202
H -3.53567 -4.03822 -1.95676 0.0 0.0 0.1 0.200
H -1.97719 -4.70789 -2.50182 0.0 0.0 0.1 0.193
H -2.97508 -3.75115 -3.61729 0.1 0.1 0.0 0.200
```
Forces are in eV/Å.